Model A:
Molecular formula: C4H8F2N
Method: DFT, wB97M-V/def2-TZVPD

The calculation puts the HOMO energy at -12.6883 eV. Its charge is +1. As for the spin multiplicity: 1. The calculation puts the LUMO energy at -3.836 eV. The gap between HOMO and LUMO comes out at 8.85 eV.

Each atom is followed by the atoms it is bonded to, with distances in Å.
Element x y z (Å)
1 C 0.622 -0.318 0.238  C2 1.412, C3 1.466, N5 1.646, H8 1.068
2 C 0.192 -1.392 1.047  C1 1.412, F6 1.284, H9 1.041
3 C -0.724 -0.028 -0.266  C1 1.466, C4 1.460, F7 1.322
4 C -1.404 -0.302 -1.529  C3 1.460, H10 1.147, H11 1.107, H12 1.071
5 N 1.365 0.892 1.070  C1 1.646, H13 1.092, H14 0.983, H15 1.006
6 F 0.714 -2.545 0.831  C2 1.284
7 F -1.429 0.728 0.558  C3 1.322
8 H 1.356 -0.683 -0.445  C1 1.068
9 H -0.390 -1.343 1.909  C2 1.041
10 H -0.870 -0.936 -2.321  C4 1.147
11 H -1.835 0.517 -2.136  C4 1.107
12 H -2.351 -0.784 -1.393  C4 1.071
13 H 2.403 1.101 0.802  N5 1.092
14 H 1.363 0.597 2.008  N5 0.983
15 H 0.765 1.693 0.975  N5 1.006

Model B:
Molecular formula: C4H8F2N
Method: DFT, wB97M-V/def2-TZVPD

The calculation puts the HOMO energy (spin up / spin down) at -14.0189 / -13.6375 eV. Its charge is +1. As for the spin multiplicity: 1. The calculation puts the LUMO energy (spin up / spin down) at -4.917 / -4.867 eV. The gap between HOMO and LUMO (spin up / spin down) comes out at 9.10 / 8.77 eV.

Each atom is followed by the atoms it is bonded to, with distances in Å.
Element x y z (Å)
1 C -1.622 -0.185 0.003  C2 1.338, H8 1.072
2 C -2.887 -0.615 0.068  C1 1.338, F6 1.334, H9 1.075
3 C 1.004 -0.411 0.085  C4 1.476, N5 1.489, F7 1.335
4 C 1.290 0.484 1.222  C3 1.476, H10 1.095, H11 1.088, H12 1.085
5 N 1.242 0.101 -1.293  C3 1.489, H13 1.030, H14 1.034, H15 1.037
6 F -3.849 0.302 -0.045  C2 1.334
7 F 1.460 -1.664 0.145  C3 1.335
8 H -1.363 0.853 -0.065  C1 1.072
9 H -3.240 -1.624 0.187  C2 1.075
10 H 2.367 0.601 1.387  C4 1.095
11 H 0.873 0.054 2.131  C4 1.088
12 H 0.840 1.461 1.073  C4 1.085
13 H 0.485 0.738 -1.576  N5 1.030
14 H 1.255 -0.702 -1.944  N5 1.034
15 H 2.143 0.607 -1.378  N5 1.037

Most stable structure, least stable structure: model A, model B.

Model A:
Molecular formula: C2H2N2O
Method: DFT, wB97M-V/def2-TZVPD

The calculation puts the HOMO energy at -10.2357 eV. As for the spin multiplicity: 1. The calculation puts the LUMO energy at -1.009 eV. The gap between HOMO and LUMO comes out at 9.23 eV. The SMILES is N#C/C=N\O.

Each atom is followed by the atoms it is bonded to, with distances in Å.
Element x y z (Å)
1 C 0.014 -0.615 0.271  C2 1.301, H4 1.124, N5 1.337
2 C -0.330 -0.993 -0.925  C1 1.301, N6 1.293
3 H 0.151 2.593 0.479  O7 1.109
4 H 0.038 -1.230 1.212  C1 1.124
5 N 0.365 0.541 0.843  C1 1.337, O7 1.441
6 N -0.473 -1.935 -1.800  C2 1.293
7 O 0.235 1.639 -0.081  H3 1.109, N5 1.441

Model B:
Molecular formula: C2H2N2O
Method: DFT, wB97M-V/def2-TZVPD

The calculation puts the HOMO energy (spin up / spin down) at -11.4879 / -11.4826 eV. As for the spin multiplicity: 1. The calculation puts the LUMO energy (spin up / spin down) at -1.318 / -1.346 eV. The gap between HOMO and LUMO (spin up / spin down) comes out at 10.17 / 10.14 eV.

Each atom is followed by the atoms it is bonded to, with distances in Å.
Element x y z (Å)
1 C -1.303 0.400 -0.190  C2 1.444, N3 1.119
2 C -0.597 0.316 1.067  C1 1.444, O5 1.188, H6 1.182
3 N -1.795 0.159 -1.165  C1 1.119
4 N 2.233 -0.290 -1.752  H7 0.986
5 O 0.265 1.029 1.467  C2 1.188
6 H -1.060 -0.594 1.663  C2 1.182
7 H 2.258 -1.020 -1.089  N4 0.986

Most stable structure, least stable structure: model A, model B.

Model A:
Molecular formula: C3H3ClNO
Method: DFT, wB97M-V/def2-TZVPD

The calculation puts the HOMO energy (spin up / spin down) at -14.1362 / -14.1378 eV. Its charge is +1. As for the spin multiplicity: 1. The calculation puts the LUMO energy (spin up / spin down) at -7.497 / -7.495 eV. The gap between HOMO and LUMO (spin up / spin down) comes out at 6.64 / 6.64 eV.

Each atom is followed by the atoms it is bonded to, with distances in Å.
Element x y z (Å)
1 C -0.877 -0.670 0.951  C2 1.292, C3 1.605, H7 1.066
2 C -2.103 -1.041 1.116  C1 1.292, Cl6 1.551
3 C 0.167 -1.268 -0.112  C1 1.605, N4 1.401, H8 1.177, H9 1.134
4 N 1.342 -1.622 0.564  C3 1.401, O5 1.194
5 O 1.511 -1.478 1.737  N4 1.194
6 Cl -3.365 -1.924 0.933  C2 1.551
7 H -0.437 -0.019 1.672  C1 1.066
8 H -0.162 -2.342 -0.462  C3 1.177
9 H 0.166 -0.633 -1.051  C3 1.134

Model B:
Molecular formula: C3H3ClNO
Method: DFT, wB97M-V/def2-TZVPD

The calculation puts the HOMO energy at -14.4666 eV. Its charge is +1. As for the spin multiplicity: 1. The calculation puts the LUMO energy at -7.025 eV. The gap between HOMO and LUMO comes out at 7.44 eV.

Each atom is followed by the atoms it is bonded to, with distances in Å.
Element x y z (Å)
1 C 0.513 1.555 1.369  C3 1.294, H7 1.110, H9 1.164
2 C -0.644 -1.078 -0.401  N4 1.219, O5 1.130
3 C -0.396 0.858 0.767  C1 1.294, N4 1.237
4 N -0.891 0.059 -0.037  C2 1.219, C3 1.237
5 O -0.467 -2.131 -0.770  C2 1.130
6 Cl 0.003 -4.117 -2.683  H8 1.340
7 H 0.784 1.557 2.445  C1 1.110
8 H 0.882 -5.012 -2.212  Cl6 1.340
9 H 1.326 2.338 1.083  C1 1.164

Most stable structure, least stable structure: model B, model A.